[1]
DFT (ωB97M-V with the def2-TZVPD basis set) results for a 2-piece molecular cluster, C5H14NO2 overall at a distorted geometry.

The geometry in ORCA input format:
```
! wB97M-V def2-TZVPD RIJCOSX def2/J DEFGRID3
* xyz -1 1
C 0.07 2.51 -0.62
C -0.78 1.30 -0.71
N -0.20 0.11 -0.04
C 0.82 -0.38 -0.88
C -1.15 -1.04 0.07
C -0.55 -2.59 0.31
O 0.24 -3.08 -0.56
H 1.10 2.36 -0.69
H -0.17 3.12 0.29
H 0.01 3.15 -1.50
H -1.55 1.44 0.01
H -1.44 1.16 -1.60
H 0.38 -0.83 -1.83
H 1.31 -1.28 -0.55
H 1.71 0.36 -0.98
H -1.77 -0.77 1.00
H -1.80 -1.16 -0.79
H -1.56 -3.13 0.14
H -0.22 -2.65 1.35
H 1.37 0.70 2.04
H 1.95 -0.12 2.98
O 2.25 0.80 2.56
*
```

Computed properties:
**Energy above the lowest of the compared OMol25 structures with the same formula, charge and spin**: 74.2 kcal per mole
**HOMO-LUMO gap**: 6.20 eV
**Total energy**: -10994.3863 eV
**Maximum force**: 5.59 eV Å⁻¹
**Highest occupied orbital energy**: -2.51 eV

---

[2]
DFT (ωB97M-V with the def2-TZVPD basis set) results for an isolated ion of composition C2H6N3S2 and charge +1 at a distorted geometry.

The geometry in ORCA input format:
```
! wB97M-V def2-TZVPD RIJCOSX def2/J DEFGRID3
* xyz 1 1
N -0.45 -0.94 1.46
C 0.13 -0.54 0.11
S 1.60 -1.76 -0.10
N 0.83 1.09 0.24
N 0.38 1.77 -0.64
C -0.54 1.43 -1.60
S -1.02 -0.45 -1.18
H 0.11 -1.84 1.76
H -1.30 -1.37 1.25
H -0.71 -0.19 2.14
H 2.39 -0.94 0.68
H -1.37 2.19 -1.50
H -0.06 1.55 -2.61
*
```

Computed properties:
**Energy above the lowest of the compared OMol25 structures with the same formula, charge and spin**: 74.8 kcal per mole
**HOMO-LUMO gap**: 9.82 eV
**Structure (SMILES)**: [NH3+][C@]1(S)N=NCS1
**Total energy**: -28302.3719 eV
**Maximum force**: 2.59 eV Å⁻¹
**Highest occupied orbital energy**: -13.71 eV

---

[3]
DFT (ωB97M-V with the def2-TZVPD basis set) results for C58H42Br2NO2P2PtS as an isolated structure at a distorted geometry.

The geometry in ORCA input format:
```
! wB97M-V def2-TZVPD RIJCOSX def2/J DEFGRID3
* xyz 1 1
Pt 0.99 -0.58 0.07
O -1.94 0.52 0.33
S -1.00 0.47 1.51
C -2.08 -0.29 2.69
C -2.59 0.30 3.82
C -3.55 -0.35 4.63
C -3.99 -1.58 4.24
C -5.00 -2.52 4.87
C -5.14 -3.69 3.86
C -4.13 -3.38 2.77
C -3.81 -4.05 1.63
C -2.78 -3.52 0.83
C -2.11 -2.34 1.09
P -0.66 -2.16 -0.02
C 0.28 -3.65 0.41
C 0.95 -3.65 1.63
C 1.58 -4.79 2.09
C 1.55 -5.95 1.32
C 0.90 -5.95 0.10
C 0.26 -4.81 -0.36
C -1.25 -2.36 -1.72
C -2.59 -2.22 -2.07
C -2.98 -2.32 -3.40
C -2.03 -2.57 -4.38
C -0.69 -2.70 -4.03
C -0.29 -2.59 -2.71
C -2.50 -1.58 2.24
C -3.48 -2.16 3.06
C -0.71 2.15 1.94
C -0.54 2.58 3.24
C -0.47 3.94 3.58
C -0.61 4.86 2.58
C -0.69 6.37 2.61
C -0.81 6.80 1.12
C -0.77 5.51 0.34
C -0.79 5.25 -1.00
C -0.62 3.91 -1.42
C -0.49 2.84 -0.56
P 0.11 1.26 -1.28
C 1.73 1.73 -1.99
C 2.41 0.78 -2.77
C 3.67 1.05 -3.27
C 4.31 2.25 -2.97
C 3.66 3.17 -2.16
C 2.38 2.92 -1.68
C -1.03 1.07 -2.71
C -2.40 1.21 -2.50
C -3.28 1.23 -3.57
C -2.81 1.09 -4.87
C -1.45 0.93 -5.09
C -0.56 0.93 -4.02
C -0.64 3.08 0.84
C -0.69 4.42 1.24
H -2.31 1.30 4.08
H -3.94 0.15 5.51
H -5.95 -2.02 5.07
H -4.62 -2.88 5.83
H -6.15 -3.74 3.44
H -4.94 -4.65 4.31
H -4.29 -4.98 1.35
H -2.49 -4.10 -0.04
H 0.98 -2.74 2.23
H 2.10 -4.78 3.04
H 2.04 -6.85 1.68
H 0.89 -6.85 -0.51
H -0.24 -4.82 -1.32
H -3.33 -2.00 -1.30
H -4.02 -2.20 -3.66
H -2.34 -2.64 -5.41
H 0.06 -2.89 -4.80
H 0.76 -2.69 -2.45
H -0.46 1.84 4.03
H -0.34 4.23 4.61
H 0.19 6.80 3.09
H -1.55 6.70 3.19
H 0.02 7.46 0.82
H -1.73 7.35 0.93
H -0.88 6.04 -1.73
H -0.52 3.72 -2.49
H 1.96 -0.19 -2.97
H 4.17 0.31 -3.89
H 5.30 2.45 -3.35
H 4.16 4.10 -1.90
H 1.91 3.66 -1.05
H -2.79 1.32 -1.50
H -4.34 1.35 -3.39
H -3.50 1.12 -5.71
H -1.07 0.83 -6.10
H 0.49 0.84 -4.23
C 2.37 1.52 2.52
C 3.36 0.93 1.58
C 4.72 1.32 1.67
C 5.64 0.82 0.81
C 5.26 -0.14 -0.16
C 6.13 -0.74 -1.09
Br 7.96 -0.28 -1.13
C 5.66 -1.67 -1.98
C 4.31 -2.05 -1.94
Br 3.68 -3.31 -3.20
C 3.42 -1.53 -1.03
O 2.16 -1.92 -0.95
C 3.91 -0.51 -0.18
N 2.97 0.06 0.66
H 2.82 1.66 3.50
H 1.51 0.88 2.61
H 2.05 2.50 2.16
H 5.00 2.03 2.43
H 6.68 1.13 0.88
H 6.33 -2.12 -2.70
*
```

Computed properties:
**HOMO-LUMO gap (spin up / spin down)**: 6.12 / 6.12 eV
**Total energy**: -239154.1616 eV
**Maximum force**: 1.27 eV Å⁻¹
**Highest occupied orbital energy (spin up / spin down)**: -9.17 / -9.17 eV

---

[4]
DFT (ωB97M-V with the def2-TZVPD basis set) results for a 2-piece molecular cluster, C5H11O2 overall at a distorted geometry.

The geometry in ORCA input format:
```
! wB97M-V def2-TZVPD RIJCOSX def2/J DEFGRID3
* xyz -1 1
C 0.71 1.17 -0.28
O 1.91 1.75 -0.41
C 0.60 -0.30 -0.83
C -0.85 -0.82 -0.83
C -1.93 -0.17 -0.04
C -2.60 -0.83 0.90
H 0.39 1.07 0.81
H -0.16 1.72 -0.73
H 1.28 -0.87 -0.19
H 1.07 -0.39 -1.82
H -1.18 -0.98 -1.86
H -0.80 -1.86 -0.49
H -2.31 0.83 -0.21
H -2.35 -1.78 1.36
H -3.50 -0.36 1.28
H 3.19 0.40 1.87
H 2.91 0.93 0.44
O 3.62 0.47 1.02
*
```

Computed properties:
**Energy above the lowest of the compared OMol25 structures with the same formula, charge and spin**: 56.8 kcal per mole
**HOMO-LUMO gap**: 6.84 eV
**Total energy**: -9457.5675 eV
**Maximum force**: 1.79 eV Å⁻¹
**Highest occupied orbital energy**: -3.08 eV

---

[5]
DFT (ωB97M-V with the def2-TZVPD basis set) results for C6H10O6Yb as an isolated structure at a distorted geometry.

The geometry in ORCA input format:
```
! wB97M-V def2-TZVPD RIJCOSX def2/J DEFGRID3
* xyz 3 2
O -2.61 -0.60 1.24
C -2.37 0.54 0.83
O -1.36 1.29 1.26
C -0.02 0.74 1.40
C 0.90 1.31 0.34
C 0.60 0.91 -1.10
C 0.48 -0.57 -1.36
O 1.76 -1.20 -0.94
C 1.92 -2.45 -0.97
O 0.97 -3.22 -1.36
O 3.05 -2.93 -0.64
H -0.13 -0.35 1.35
H 0.29 1.08 2.40
H 1.91 1.00 0.62
H 0.87 2.41 0.41
H 1.38 1.32 -1.76
H -0.35 1.35 -1.44
H 0.36 -0.79 -2.42
H -0.31 -1.06 -0.78
H 3.16 -3.89 -0.76
Yb -3.13 3.60 1.09
O -3.46 1.26 1.04
H -3.93 0.26 1.55
*
```

Computed properties:
**Energy above the lowest of the compared OMol25 structures with the same formula, charge and spin**: 29.4 kcal per mole
**HOMO-LUMO gap (spin up / spin down)**: 9.41 / 7.73 eV
**Total energy**: -50164.3743 eV
**Maximum force**: 7.36 eV Å⁻¹
**Highest occupied orbital energy (spin up / spin down)**: -21.80 / -21.80 eV

---

[6]
DFT (ωB97M-V with the def2-TZVPD basis set) results for C27H67AsBF6N3NaO3 as an isolated structure at a distorted geometry.

The geometry in ORCA input format:
```
! wB97M-V def2-TZVPD RIJCOSX def2/J DEFGRID3
* xyz 0 2
Na 38.96 -0.78 0.16
B 39.81 -3.15 1.73
H 40.41 -2.64 0.98
H 40.46 -3.81 2.28
H 39.43 -2.52 2.51
H 38.93 -3.62 1.31
As 35.68 -2.61 1.73
F 35.75 -1.77 3.33
F 34.61 -1.32 1.11
F 35.61 -3.39 0.13
F 36.63 -3.94 2.45
F 34.21 -3.49 2.20
F 37.11 -1.68 1.24
C 36.69 -2.37 6.68
C 37.30 -3.30 5.57
N 37.90 -4.54 6.11
C 36.95 -5.33 6.89
C 37.19 -6.80 6.95
C 39.19 -4.17 6.80
C 39.89 -5.44 7.28
H 37.51 -1.77 7.09
H 36.28 -2.90 7.54
H 35.88 -1.69 6.43
H 36.52 -3.58 4.86
H 38.11 -2.72 5.12
H 36.87 -4.99 7.92
H 35.97 -5.04 6.50
H 36.35 -7.41 7.30
H 37.50 -7.15 5.96
H 37.88 -7.08 7.75
H 39.23 -3.34 7.50
H 39.81 -3.75 6.01
H 39.69 -5.73 8.31
H 40.97 -5.26 7.24
H 39.71 -6.29 6.63
C 35.77 2.97 -0.82
C 36.61 1.83 -0.31
N 37.67 1.19 -1.17
C 36.92 0.57 -2.30
C 35.95 -0.54 -2.00
C 38.71 2.12 -1.56
C 39.89 1.38 -2.26
H 36.48 3.77 -1.00
H 35.05 3.19 -0.02
H 35.04 2.82 -1.61
H 37.22 2.20 0.51
H 36.07 1.01 0.18
H 37.63 0.07 -2.95
H 36.45 1.41 -2.81
H 35.31 -0.85 -2.82
H 35.27 -0.20 -1.22
H 36.55 -1.41 -1.70
H 38.33 2.91 -2.20
H 39.09 2.52 -0.62
H 40.58 2.16 -2.59
H 40.47 0.58 -1.81
H 39.60 0.91 -3.20
C 33.02 -3.38 -1.45
C 32.26 -4.61 -0.92
N 32.08 -5.58 -2.01
C 31.23 -6.72 -1.59
C 31.80 -7.50 -0.40
C 31.47 -5.01 -3.23
C 31.76 -5.78 -4.53
H 33.25 -2.81 -0.55
H 32.36 -2.75 -2.04
H 33.93 -3.43 -2.04
H 32.81 -4.99 -0.06
H 31.29 -4.43 -0.44
H 30.23 -6.39 -1.31
H 31.15 -7.28 -2.52
H 31.12 -8.34 -0.22
H 32.79 -7.86 -0.65
H 31.86 -6.88 0.49
H 31.98 -4.08 -3.51
H 30.42 -4.75 -3.11
H 31.19 -6.71 -4.48
H 32.79 -6.02 -4.78
H 31.44 -5.18 -5.39
C 35.39 -8.82 0.24
C 36.15 -7.47 0.08
O 37.18 -7.23 0.74
C 35.46 -6.47 -0.60
H 35.15 -9.23 -0.74
H 34.42 -8.59 0.69
H 36.02 -9.47 0.85
H 34.80 -5.92 0.07
H 34.88 -6.81 -1.46
H 36.18 -5.75 -0.97
C 34.88 1.23 4.50
C 33.54 0.87 5.04
O 32.77 1.74 5.48
C 33.25 -0.66 5.31
H 35.64 1.05 5.26
H 34.96 2.26 4.17
H 34.98 0.66 3.57
H 33.29 -0.83 6.39
H 34.03 -1.23 4.80
H 32.26 -0.95 4.97
C 30.97 2.79 2.85
C 31.29 1.93 1.68
O 30.50 1.87 0.75
C 32.67 1.27 1.68
H 30.66 2.12 3.65
H 30.20 3.47 2.50
H 31.82 3.38 3.20
H 32.77 0.63 2.55
H 33.33 2.13 1.81
H 32.81 0.73 0.74
*
```

Computed properties:
**HOMO-LUMO gap (spin up / spin down)**: 6.19 / 1.31 eV
**Total energy**: -121929.6369 eV
**Maximum force**: 6.67 eV Å⁻¹
**Highest occupied orbital energy (spin up / spin down)**: -6.85 / -6.85 eV

---

[7]
DFT (ωB97M-V with the def2-TZVPD basis set) results for a 2-piece molecular cluster, C8H12NO2 overall at a distorted geometry.

The geometry in ORCA input format:
```
! wB97M-V def2-TZVPD RIJCOSX def2/J DEFGRID3
* xyz -1 1
C 0.10 1.48 -1.86
C 1.17 3.70 -4.03
C -1.67 -0.06 -1.68
C -0.67 -0.09 1.47
C 1.20 1.33 0.71
C 0.97 -0.97 -0.10
C -0.60 0.77 -0.90
C 0.19 0.26 0.27
N 0.60 2.13 -2.69
O 2.22 3.28 -4.27
O 0.16 4.33 -4.05
H -1.64 0.36 -2.72
H -2.74 0.13 -1.35
H -1.57 -1.13 -1.68
H -0.07 -0.32 2.33
H -1.35 0.75 1.77
H -1.30 -0.95 1.39
H 0.71 2.25 0.95
H 1.98 1.57 -0.10
H 1.64 0.82 1.57
H 1.52 -1.30 0.71
H 0.35 -1.77 -0.46
H 1.60 -0.82 -0.90
*
```

Computed properties:
**Energy above the lowest of the compared OMol25 structures with the same formula, charge and spin**: 0.0 kcal per mole
**HOMO-LUMO gap**: 5.76 eV
**Total energy**: -14075.7261 eV
**Maximum force**: 2.58 eV Å⁻¹
**Highest occupied orbital energy**: -2.22 eV

---

[8]
DFT (ωB97M-V with the def2-TZVPD basis set) results for a 6-piece molecular cluster, C10H16Cl3F2N2O14 overall at a distorted geometry.

The geometry in ORCA input format:
```
! wB97M-V def2-TZVPD RIJCOSX def2/J DEFGRID3
* xyz -1 1
Cl -0.18 1.25 0.97
O -1.57 1.48 1.45
O -0.05 0.06 0.17
O 0.06 2.37 0.09
O 0.73 1.19 2.11
C -5.33 -0.85 -2.12
N -4.77 -2.19 -2.11
O -4.00 -2.45 -3.04
O -5.01 -2.95 -1.15
H -4.47 -0.18 -2.02
H -6.01 -0.73 -1.28
H -5.79 -0.62 -3.08
C 4.15 -3.39 3.63
N 3.29 -4.37 4.17
O 2.87 -4.19 5.33
O 3.22 -5.45 3.53
H 4.79 -3.64 2.78
H 4.75 -3.10 4.50
H 3.55 -2.52 3.36
C -2.67 4.34 -5.23
C -3.49 4.99 -4.07
O -4.64 5.43 -4.71
C -4.53 5.12 -6.06
O -5.47 5.16 -6.81
O -3.29 4.73 -6.42
F -2.70 6.02 -3.64
H -2.67 3.26 -5.09
H -1.62 4.54 -5.00
H -3.75 4.36 -3.23
C 3.75 -3.73 -3.37
C 4.36 -2.46 -3.88
O 5.48 -2.96 -4.55
C 5.76 -4.15 -4.08
O 6.86 -4.71 -4.32
O 4.82 -4.58 -3.35
F 4.88 -1.82 -2.83
H 2.90 -4.11 -3.93
H 3.43 -3.61 -2.33
H 3.65 -1.79 -4.38
Cl -1.63 0.76 9.28
C -0.59 1.70 8.18
C 0.47 2.44 9.09
Cl -0.27 3.42 10.35
H -1.24 2.40 7.66
H -0.22 0.92 7.52
H 1.11 3.01 8.42
H 1.09 1.64 9.49
*
```

Computed properties:
**HOMO-LUMO gap**: 7.51 eV
**Total energy**: -85264.8447 eV
**Maximum force**: 7.53 eV Å⁻¹
**Highest occupied orbital energy**: -6.04 eV